Molecular formula: C41H110N6O17
Method: DFT, the ωB97M-V functional and the def2-TZVPD basis

## Properties
E_tot, eV: -88035.847
ΔE to the lowest compared entry with this formula, charge and spin, kcal per mole: 68.4
E_LUMO, eV: 0.39
Maximum force, eV Å⁻¹: 3.02
SMILES string: COCCNCCOC.COCCNCCOC.COCCNCCOC.COCCNCCOC.COCCNCCOC.COCCNCCOC.CO.CO.CO.CO.CO

```
! wB97M-V def2-TZVPD RIJCOSX def2/J DEFGRID3
* xyz 0 1
C 1.26 -0.91 -2.21
O 0.76 -0.64 -0.93
C -0.45 -1.31 -0.62
C -1.03 -0.85 0.71
N -0.14 -1.15 1.82
C -0.65 -0.64 3.10
C -0.28 0.81 3.44
O 1.00 0.88 4.00
C 1.44 2.20 4.25
H 2.12 -0.30 -2.45
H 0.47 -0.65 -2.94
H 1.50 -1.97 -2.39
H -0.13 -2.34 -0.45
H -1.24 -1.27 -1.38
H -1.87 -1.50 0.98
H -1.46 0.16 0.66
H 0.74 -0.65 1.69
H -0.22 -1.25 3.90
H -1.74 -0.73 3.06
H -1.04 1.15 4.16
H -0.44 1.46 2.57
H 2.34 2.26 4.86
H 0.63 2.65 4.85
H 1.56 2.76 3.32
C -4.70 2.19 1.27
O -4.76 0.96 0.62
C -4.64 1.08 -0.78
C -4.64 -0.25 -1.52
N -4.03 -0.13 -2.86
C -3.94 -1.43 -3.53
C -5.29 -2.04 -3.94
O -6.21 -1.03 -4.36
C -6.17 -0.89 -5.77
H -5.52 2.88 0.99
H -3.79 2.76 1.02
H -4.78 2.14 2.35
H -3.70 1.61 -1.02
H -5.42 1.77 -1.14
H -5.57 -0.82 -1.55
H -3.88 -0.78 -0.94
H -4.74 0.37 -3.40
H -3.26 -2.06 -2.95
H -3.38 -1.27 -4.46
H -5.73 -2.38 -2.99
H -5.25 -2.95 -4.55
H -5.23 -0.60 -6.23
H -6.91 -0.13 -6.04
H -6.56 -1.79 -6.26
C 2.42 -4.36 -0.53
O 2.58 -4.65 0.85
C 1.82 -3.85 1.73
C 2.05 -4.32 3.17
N 1.32 -5.48 3.63
C -0.17 -5.22 3.66
C -1.05 -6.37 3.19
O -0.93 -6.70 1.80
C 0.05 -7.63 1.39
H 2.81 -5.23 -1.06
H 2.97 -3.44 -0.76
H 1.35 -4.36 -0.75
H 0.73 -3.85 1.61
H 2.16 -2.83 1.55
H 1.82 -3.42 3.75
H 3.12 -4.41 3.35
H 1.37 -6.19 2.92
H -0.29 -4.22 3.25
H -0.33 -5.27 4.74
H -2.11 -6.13 3.30
H -0.88 -7.24 3.84
H 1.06 -7.22 1.50
H -0.07 -7.87 0.33
H -0.06 -8.57 1.93
C 4.88 -0.89 1.79
O 4.63 0.41 1.28
C 3.29 0.48 0.77
C 3.21 1.93 0.25
N 4.03 2.01 -0.96
C 3.93 3.24 -1.74
C 4.88 4.33 -1.23
O 4.40 4.84 0.00
C 5.04 6.03 0.40
H 5.96 -1.00 1.91
H 4.57 -1.70 1.12
H 4.44 -1.00 2.79
H 2.60 0.41 1.62
H 3.10 -0.19 -0.06
H 3.48 2.75 0.92
H 2.18 1.99 -0.12
H 5.00 1.72 -0.94
H 2.94 3.66 -1.92
H 4.30 2.98 -2.74
H 4.87 5.16 -1.95
H 5.88 3.91 -1.09
H 5.98 5.79 0.92
H 4.47 6.57 1.16
H 5.25 6.68 -0.45
C -0.40 2.93 -1.24
O -0.81 3.92 -2.21
C -1.87 3.35 -2.94
C -2.55 4.42 -3.77
N -3.39 5.29 -2.94
C -4.42 6.02 -3.65
C -5.53 6.38 -2.67
O -6.67 6.89 -3.39
C -7.82 6.94 -2.57
H 0.46 3.37 -0.74
H -0.12 1.95 -1.62
H -1.29 2.86 -0.60
H -2.58 2.91 -2.23
H -1.48 2.60 -3.64
H -3.10 4.01 -4.62
H -1.76 4.99 -4.28
H -2.78 5.84 -2.36
H -4.84 5.34 -4.39
H -4.08 6.95 -4.10
H -5.20 7.27 -2.10
H -5.84 5.58 -2.00
H -8.35 6.00 -2.75
H -8.46 7.76 -2.91
H -7.69 7.10 -1.49
C 2.21 -1.77 -6.52
O 3.46 -1.19 -6.23
C 3.38 0.14 -5.72
C 4.81 0.61 -5.52
N 5.70 -0.27 -4.75
C 5.14 -0.57 -3.43
C 6.16 -0.64 -2.28
O 6.60 -1.99 -2.32
C 7.36 -2.26 -1.15
H 1.53 -1.77 -5.66
H 2.34 -2.82 -6.79
H 1.80 -1.18 -7.35
H 2.69 0.14 -4.87
H 2.96 0.70 -6.57
H 4.84 1.66 -5.22
H 5.35 0.73 -6.47
H 5.66 -1.11 -5.32
H 4.56 -1.50 -3.47
H 4.31 0.10 -3.17
H 5.69 -0.38 -1.33
H 6.99 0.07 -2.42
H 6.83 -1.92 -0.26
H 8.37 -1.84 -1.23
H 7.47 -3.33 -0.92
C -2.00 -2.73 6.23
O -2.94 -1.76 6.73
H -1.13 -2.25 5.80
H -1.80 -3.53 6.95
H -2.56 -3.19 5.41
H -2.73 -1.67 7.67
C -4.88 -1.60 3.18
O -5.65 -1.40 2.02
H -5.53 -2.05 3.93
H -4.01 -2.19 2.89
H -4.49 -0.70 3.68
H -5.53 -0.55 1.57
C 4.02 2.34 7.32
O 4.10 3.64 6.75
H 4.17 1.55 6.59
H 4.66 2.22 8.20
H 3.01 2.23 7.72
H 3.89 4.31 7.41
C -1.65 -4.67 -1.35
O -2.46 -3.84 -0.50
H -1.40 -5.56 -0.78
H -2.21 -4.93 -2.26
H -0.80 -4.13 -1.75
H -3.35 -4.19 -0.55
C -0.51 1.00 7.58
O -1.31 2.16 7.78
H -0.74 0.31 8.40
H -0.47 0.62 6.56
H 0.51 1.31 7.82
H -1.95 2.29 7.08
*
```



Molecular formula: C2H5Br3NO
Method: DFT, the ωB97M-V functional and the def2-TZVPD basis

## Properties
E_tot, eV: -215810.417
ΔE to the lowest compared entry with this formula, charge and spin, kcal per mole: 59.7
E_LUMO (spin up / spin down), eV: -6.89 / -6.89
Maximum force, eV Å⁻¹: 3.80

```
! wB97M-V def2-TZVPD RIJCOSX def2/J DEFGRID3
* xyz 1 1
C 0.34 1.35 -0.52
C -0.41 0.28 0.11
N 0.50 1.55 -1.78
O -0.50 -2.23 1.49
Br -0.77 0.56 2.00
Br -1.29 -0.99 -0.84
Br 2.05 -0.41 0.39
H 0.57 2.16 0.09
H -0.75 -3.09 1.01
H 1.06 2.29 -2.05
H 0.17 0.72 -2.24
H -0.96 -2.18 2.32
*
```



Molecular formula: C2H2Cl2N2
Method: DFT, the ωB97M-V functional and the def2-TZVPD basis

## Properties
E_tot, eV: -30125.862
ΔE to the lowest compared entry with this formula, charge and spin, kcal per mole: 7.6
E_LUMO (spin up / spin down), eV: 0.71 / -2.95
Maximum force, eV Å⁻¹: 6.86

```
! wB97M-V def2-TZVPD RIJCOSX def2/J DEFGRID3
* xyz 0 3
C -0.61 0.32 0.13
C 0.50 -0.46 -0.49
N -0.35 0.97 1.40
N -1.18 0.13 1.44
Cl -1.61 1.13 -1.02
Cl 1.82 -0.84 0.67
H 1.07 0.14 -1.21
H 0.35 -1.39 -0.92
*
```



Molecular formula: C3H7NO
Method: DFT, the ωB97M-V functional and the def2-TZVPD basis

## Properties
E_tot, eV: -6757.900
ΔE to the lowest compared entry with this formula, charge and spin, kcal per mole: 111.9
E_LUMO, eV: 1.07
Maximum force, eV Å⁻¹: 5.83
SMILES string: NC[C@H]1CO1

```
! wB97M-V def2-TZVPD RIJCOSX def2/J DEFGRID3
* xyz 0 1
N 1.94 -0.40 0.09
C 0.99 0.63 -0.25
C -0.31 0.05 0.35
C -1.64 0.42 0.12
O -1.30 -0.86 -0.42
H 2.43 -0.60 1.00
H 2.88 -0.38 -0.51
H 0.64 0.86 -1.26
H 1.14 1.75 0.06
H -0.58 -0.26 1.54
H -2.15 0.30 1.10
H -1.82 1.35 -0.45
*
```



Question: What is the formula in the first record?
Answer: C41H110N6O17